# 1
{"formula": "C31H36GeInN5O2S", "method": "the ωB97M-V functional and the def2-TZVPD basis", "elements": ["In", "C", "O", "C", "N", "C", "C", "C", "C", "C", "C", "C", "C", "C", "C", "C", "C", "N", "C", "N", "C", "C", "O", "C", "C", "C", "C", "C", "C", "H", "H", "H", "H", "H", "H", "H", "H", "H", "H", "H", "H", "H", "H", "H", "H", "H", "H", "H", "C", "N", "C", "C", "N", "C", "S", "H", "H", "H", "H", "H", "H", "C", "Ge", "C", "C", "C", "H", "H", "H", "H", "H", "H", "H", "H", "H", "H", "H"], "coordinates": [[0.079, -0.408, 0.065], [4.551, 0.016, 1.666], [3.608, 0.010, 2.776], [2.402, 0.015, 2.226], [2.307, 0.147, 0.965], [3.674, 0.294, 0.427], [3.850, -0.576, -0.801], [3.021, -0.305, -1.891], [3.094, -1.064, -3.046], [4.011, -2.105, -3.131], [4.853, -2.366, -2.063], [4.777, -1.601, -0.903], [1.216, -0.138, 3.089], [1.255, -0.159, 4.474], [0.055, -0.285, 5.162], [-1.137, -0.383, 4.455], [-1.073, -0.355, 3.071], [0.075, -0.239, 2.415], [-2.253, -0.378, 2.186], [-2.160, -0.299, 0.917], [-3.531, -0.129, 0.383], [-4.399, -0.451, 1.615], [-3.457, -0.408, 2.727], [-3.765, -0.923, -0.881], [-2.878, -0.735, -1.939], [-3.022, -1.439, -3.122], [-4.074, -2.335, -3.268], [-4.980, -2.504, -2.234], [-4.830, -1.796, -1.047], [5.030, -0.960, 1.651], [5.295, 0.783, 1.854], [3.787, 1.335, 0.108], [2.329, 0.534, -1.838], [2.457, -0.833, -3.890], [4.077, -2.696, -4.034], [5.577, -3.167, -2.127], [5.460, -1.823, -0.094], [2.202, -0.075, 4.989], [0.049, -0.299, 6.243], [-2.092, -0.475, 4.953], [-3.627, 0.930, 0.121], [-4.828, -1.450, 1.592], [-5.176, 0.281, 1.808], [-2.075, -0.007, -1.841], [-2.332, -1.277, -3.940], [-4.195, -2.885, -4.192], [-5.808, -3.191, -2.344], [-5.563, -1.939, -0.264], [0.148, 5.213, 0.882], [0.001, 4.715, -0.479], [-0.014, 5.495, -1.624], [-0.182, 4.670, -2.674], [-0.278, 3.393, -2.152], [-0.167, 3.426, -0.815], [-0.269, 2.167, 0.345], [0.227, 6.295, 0.845], [1.044, 4.797, 1.338], [-0.717, 4.931, 1.479], [0.100, 6.563, -1.583], [-0.243, 4.877, -3.727], [-0.422, 2.555, -2.691], [0.812, -5.551, 0.099], [-0.154, -4.057, -0.720], [0.091, -4.005, -2.659], [-2.008, -4.050, -0.106], [0.812, -2.475, -0.008], [0.378, -6.499, -0.222], [0.752, -5.501, 1.186], [1.861, -5.541, -0.197], [-0.042, -4.998, -3.085], [1.108, -3.673, -2.873], [-0.614, -3.326, -3.139], [-2.449, -5.030, -0.295], [-2.599, -3.301, -0.622], [-2.047, -3.865, 0.970], [1.773, -2.343, -0.505], [0.976, -2.556, 1.071]], "lowdin_charge": [0.7433, -0.0199, 0.0634, -0.3168, 0.0907, -0.2000, -0.1939, -0.0830, -0.0701, -0.0657, -0.0476, -0.0176, -0.1452, 0.0650, 0.0243, 0.0647, -0.1466, 0.0872, -0.3165, 0.0747, -0.2034, -0.0202, 0.0690, -0.1970, -0.0705, -0.0727, -0.0574, -0.0478, -0.0288, 0.1221, 0.1431, 0.1610, 0.0972, 0.1121, 0.1158, 0.1170, 0.1085, 0.1391, 0.1337, 0.1391, 0.1606, 0.1284, 0.1455, 0.0767, 0.1111, 0.1165, 0.1187, 0.1132, -0.0085, -0.1119, -0.0111, -0.0292, 0.0943, -0.6922, 0.7314, 0.1036, 0.0980, 0.0951, 0.1396, 0.1340, 0.1613, -0.2087, 0.7612, -0.1918, -0.1933, -0.3272, 0.0279, 0.0238, 0.0247, 0.0301, 0.0102, 0.0038, 0.0341, -0.0136, 0.0247, -0.0262, -0.0049], "e_tot_ha": -4291.95021, "orbital_gap_ev": 8.044, "spin_multiplicity": 1, "e_homo_ev": -13.96, "total_charge": 2}

# 2
{"formula": "C31H36N2P2STm", "method": "the ωB97M-V functional and the def2-TZVPD basis", "elements": ["C", "C", "C", "C", "C", "C", "C", "C", "C", "C", "C", "C", "C", "H", "H", "H", "H", "H", "H", "H", "N", "Tm", "C", "H", "H", "C", "H", "H", "P", "P", "C", "H", "H", "H", "C", "H", "H", "H", "C", "H", "H", "H", "C", "H", "H", "H", "H", "H", "N", "S", "C", "C", "C", "C", "C", "C", "C", "C", "C", "C", "C", "C", "H", "H", "H", "H", "H", "H", "H", "H", "H", "H", "H"], "coordinates": [[-1.829, -4.366, -1.748], [-1.842, -3.007, -1.490], [-2.297, -2.544, -0.223], [-2.777, -3.435, 0.712], [-2.796, -4.815, 0.421], [-2.308, -5.281, -0.803], [-3.231, -2.891, 2.052], [-3.925, -1.562, 1.845], [-3.420, -0.716, 0.881], [-3.997, 0.556, 0.649], [-5.034, 0.978, 1.456], [-5.555, 0.143, 2.452], [-5.011, -1.135, 2.639], [-1.460, -4.723, -2.716], [-3.183, -5.519, 1.163], [-2.305, -6.354, -1.028], [-3.843, -3.601, 2.601], [-5.475, 1.969, 1.293], [-6.388, 0.485, 3.076], [-5.419, -1.798, 3.408], [-2.388, -1.211, 0.074], [-0.392, -0.128, 0.181], [-1.370, -2.008, -2.552], [-2.149, -1.249, -2.737], [-1.129, -2.517, -3.484], [-3.508, 1.416, -0.523], [-3.581, 0.831, -1.458], [-4.085, 2.321, -0.612], [0.139, -1.113, -2.007], [-1.790, 2.052, -0.471], [-1.633, 3.262, 0.774], [-0.598, 3.645, 0.815], [-2.316, 4.051, 0.485], [-1.889, 2.870, 1.767], [-1.391, 2.687, -2.034], [-1.970, 3.599, -2.123], [-0.314, 2.917, -2.121], [-1.656, 1.995, -2.848], [1.365, -2.390, -1.713], [1.398, -3.051, -2.584], [2.355, -1.930, -1.561], [1.126, -2.986, -0.820], [0.724, -0.136, -3.361], [1.559, 0.512, -3.042], [1.075, -0.812, -4.145], [-0.067, 0.510, -3.759], [-2.318, -2.700, 2.670], [-1.163, 0.604, 1.645], [1.408, 0.980, -0.007], [2.893, 0.723, -0.730], [3.515, 2.393, -0.399], [3.746, 3.253, -1.476], [4.156, 4.561, -1.225], [4.317, 5.023, 0.067], [4.069, 4.166, 1.137], [3.656, 2.850, 0.887], [3.687, -0.175, 0.629], [2.974, -1.043, 1.440], [3.610, -1.681, 2.499], [4.953, -1.455, 2.748], [5.668, -0.586, 1.930], [5.033, 0.048, 0.866], [1.411, 1.820, 0.575], [3.605, 2.904, -2.509], [4.345, 5.246, -2.075], [4.629, 6.058, 0.263], [4.185, 4.527, 2.173], [3.455, 2.214, 1.767], [1.896, -1.242, 1.264], [3.042, -2.380, 3.147], [5.460, -1.958, 3.585], [6.738, -0.402, 2.119], [5.611, 0.732, 0.230]], "lowdin_charge": [-0.0667, -0.2292, -0.2672, -0.1567, -0.0231, -0.0872, -0.0647, -0.1563, -0.2565, -0.2178, -0.0588, -0.0816, -0.0213, 0.1134, 0.1146, 0.1049, 0.1178, 0.1141, 0.1034, 0.1125, -0.1051, 0.8067, -0.2618, 0.0948, 0.0907, -0.2589, 0.0967, 0.0795, 0.7166, 0.6829, -0.2767, 0.0581, 0.0502, 0.0499, -0.2799, 0.0508, 0.0563, 0.0528, -0.2381, 0.0676, 0.0328, 0.0626, -0.2576, 0.0141, 0.0620, 0.0496, 0.1372, -0.1264, -0.4668, 1.1182, -0.4088, -0.0702, -0.0669, -0.0614, -0.0404, -0.0983, -0.4067, -0.0912, -0.0553, -0.0580, -0.0505, -0.0917, 0.0190, 0.1188, 0.1276, 0.1239, 0.1265, 0.1358, 0.0842, 0.1318, 0.1253, 0.1263, 0.1278], "e_tot_ha": -3478.18295, "orbital_gap_ev": [6.018, 6.022], "spin_multiplicity": 3, "s2": 2.0030, "e_homo_ev": [-8.85, -8.85], "total_charge": 1}

# 3
{"formula": "C31H36N5O10SiW", "method": "the ωB97M-V functional and the def2-TZVPD basis", "elements": ["W", "C", "N", "C", "C", "C", "N", "C", "C", "C", "C", "C", "C", "C", "O", "C", "C", "C", "N", "C", "C", "C", "C", "C", "C", "C", "O", "H", "H", "H", "H", "H", "H", "H", "H", "H", "H", "H", "H", "H", "H", "H", "H", "H", "H", "H", "H", "H", "H", "H", "H", "H", "O", "C", "O", "C", "C", "C", "C", "C", "C", "O", "N", "O", "O", "N", "O", "O", "H", "H", "C", "Si", "C", "C", "O", "H", "H", "H", "H", "H", "H", "H", "H", "H"], "coordinates": [[-0.525, 0.826, 0.418], [-0.129, 2.682, -2.327], [0.304, 2.909, -0.933], [-0.418, 4.114, -0.469], [-0.083, 4.635, 0.922], [-0.103, 3.545, 2.008], [-0.950, 2.446, 1.624], [-2.193, 2.423, 2.197], [-3.335, 1.901, 1.551], [-4.567, 1.756, 2.225], [-5.696, 1.299, 1.577], [-5.637, 0.963, 0.223], [-4.430, 1.079, -0.462], [-3.295, 1.541, 0.177], [-2.130, 1.641, -0.507], [1.776, 3.087, -0.996], [2.581, 3.050, 0.296], [2.460, 1.714, 1.056], [1.497, 0.810, 0.487], [2.035, -0.307, -0.175], [1.016, -1.452, -0.251], [1.447, -2.600, 0.582], [0.805, -3.735, 0.853], [-0.448, -3.988, 0.129], [-1.327, -2.128, -1.266], [-0.078, -1.222, -1.053], [-0.283, 0.017, -1.477], [0.133, 3.559, -2.935], [-1.204, 2.526, -2.347], [0.368, 1.799, -2.719], [-1.474, 3.844, -0.505], [-0.254, 4.917, -1.203], [-0.842, 5.391, 1.144], [0.871, 5.166, 0.925], [-0.506, 3.976, 2.932], [0.904, 3.214, 2.249], [-2.308, 2.851, 3.190], [-4.608, 2.011, 3.278], [-6.626, 1.198, 2.123], [-6.519, 0.603, -0.290], [-4.354, 0.817, -1.511], [1.975, 4.033, -1.524], [2.142, 2.276, -1.626], [2.340, 3.885, 0.948], [3.622, 3.209, -0.004], [2.237, 1.894, 2.112], [3.434, 1.210, 1.042], [2.897, -0.672, 0.398], [2.396, -2.432, 1.080], [1.227, -4.460, 1.539], [-0.279, -4.410, -0.857], [-2.157, -1.466, -1.512], [-0.700, -0.846, 4.349], [-0.756, -0.857, 3.133], [-0.191, 0.053, 2.366], [-1.309, -2.047, 2.400], [-1.595, -3.337, 2.923], [-1.966, -4.336, 2.093], [-1.815, -4.312, 0.621], [-1.466, -2.877, 0.050], [-1.549, -1.845, 1.085], [-1.851, -0.643, 0.655], [-1.225, -3.031, -2.469], [-2.026, -3.945, -2.529], [-0.351, -2.814, -3.281], [-2.443, -5.593, 2.666], [-2.759, -6.479, 1.880], [-2.556, -5.685, 3.876], [-1.596, -3.489, 3.995], [-2.406, -5.003, 0.041], [4.835, -1.752, -1.151], [3.719, -0.837, -2.327], [2.923, -2.038, -3.500], [4.683, 0.420, -3.289], [2.570, 0.007, -1.486], [5.643, -2.233, -1.708], [4.292, -2.536, -0.620], [5.286, -1.087, -0.410], [3.547, -2.194, -4.384], [1.952, -1.666, -3.828], [2.759, -3.009, -3.026], [5.477, -0.044, -3.877], [5.134, 1.148, -2.610], [4.029, 0.960, -3.977]], "lowdin_charge": [1.9782, -0.0927, -0.2327, -0.1970, -0.1503, -0.2084, -0.2054, -0.1033, -0.1847, -0.0546, -0.1231, -0.1117, -0.0349, -0.3362, -0.2761, -0.1789, -0.1482, -0.2066, -0.1997, -0.3910, -0.0776, -0.0137, -0.0213, -0.1617, -0.0335, -0.2907, -0.1887, 0.0915, 0.0819, 0.0792, 0.1114, 0.1197, 0.1106, 0.0925, 0.1136, 0.0760, 0.1154, 0.1038, 0.0883, 0.0865, 0.1105, 0.1256, 0.1014, 0.0729, 0.1097, 0.1020, 0.1147, 0.1163, 0.1090, 0.1173, 0.1512, 0.1729, 0.0654, -0.5220, -0.1590, -0.0511, 0.0905, -0.1115, -0.0146, -0.1409, -0.2517, -0.1791, -0.3500, 0.0877, 0.0997, -0.3655, 0.0398, 0.0446, 0.1367, 0.1380, -0.1571, 0.3752, -0.1518, -0.1635, -0.1653, 0.0337, 0.0254, 0.0351, 0.0289, 0.0268, 0.0335, 0.0291, 0.0294, 0.0338], "e_tot_ha": -2585.57877, "relative_energy_kcal_mol": 108.89, "orbital_gap_ev": [4.912, 7.494], "spin_multiplicity": 3, "s2": 2.0319, "e_homo_ev": [-2.92, -5.44], "total_charge": -1}